(1)
# C30H37N6O3

A 2-piece molecular cluster, C30H37N6O3 overall (wB97M-V/def2-TZVPD, the OMol25 dataset).

Values from the calculation:
Net charge ... +1

Each line ends with the Löwdin charge.
Atoms and positions in Å:
H1 3.48997 3.73351 -2.28557  0.112
H2 -0.50129 5.74650 -0.20028  0.133
H3 5.08542 -5.83583 3.02717  0.109
H4 -0.97866 3.35419 -2.40873  0.103
H5 -2.90067 -5.44523 1.12349  0.099
H6 -1.06704 -2.79955 -2.04736  0.079
C1 2.42394 3.98129 -2.32273  -0.142
H7 2.27651 2.06735 -1.26793  0.119
C2 4.44885 -4.96356 3.17941  -0.063
C3 -1.00486 -3.63424 -1.34389  0.025
C4 -3.27644 2.19670 -4.67557  0.048
H8 1.53575 5.77131 2.99344  0.128
O1 -5.07678 0.40820 -5.70214  0.087
N1 -0.03173 4.54139 3.88762  0.039
H9 -0.26241 1.55961 -0.84365  0.079
H10 2.16697 4.42268 0.51111  0.155
H11 -1.84956 3.96910 1.18954  0.102
H12 2.29588 -1.84083 0.87916  0.123
N2 -4.42731 0.02435 -4.70218  -0.309
H13 1.49329 5.94292 -2.03142  0.118
C5 1.98109 -2.85070 1.19109  -0.081
H14 -3.83453 2.47346 -5.56641  0.132
H15 -3.47552 -3.54210 -0.16047  0.101
N3 -0.04948 5.04971 1.72733  -0.098
H16 -2.99222 -0.48682 -2.59565  0.114
H17 0.01899 -4.03398 -1.37675  0.105
H18 -1.86189 3.38411 3.87672  0.091
C6 -1.65607 2.66152 -2.92180  0.013
N4 -0.38890 -2.23473 0.62972  0.062
C7 -1.16072 4.26369 1.96224  -0.097
H19 0.98455 2.32171 -2.44649  0.085
H20 0.47076 -0.35023 0.75436  0.163
C8 -1.83657 -5.58538 0.90615  0.001
C9 -0.98543 -0.44273 -0.85625  -0.049
C10 -0.95667 0.86644 -1.30626  0.054
H21 4.93724 -4.75271 5.27696  0.107
C11 -3.48383 0.92425 -4.11982  -0.133
H22 -1.75078 -6.01140 -0.10024  0.098
C12 0.51486 -2.80001 1.63141  -0.157
H23 -3.03597 -2.60464 1.29923  0.112
H24 -1.70264 -4.41360 -1.67365  0.097
C13 0.62006 5.18711 2.92572  -0.156
H25 3.75052 -4.91322 1.12152  0.115
C14 -1.78299 1.34314 -2.38845  -0.167
H26 0.41720 -2.24419 2.58160  0.166
N5 -1.12635 -4.33340 1.00238  -0.037
H27 -1.62682 -1.14202 -1.38562  0.064
N6 0.74961 3.46142 -0.69105  -0.052
C15 -2.36639 3.05903 -4.05771  -0.024
C16 3.54040 -3.23921 4.62815  -0.062
C17 -0.05140 -4.20462 1.83599  -0.365
C18 0.38989 5.61983 0.42836  -0.082
H28 3.03378 5.75073 -1.15908  0.120
C19 2.81641 -2.72340 3.55207  -0.048
C20 4.36841 -4.35478 4.43823  -0.070
C21 1.60743 2.83226 -1.70281  -0.216
H29 -2.21740 4.05104 -4.48051  0.121
C22 -2.81684 -2.75931 0.23449  0.022
O2 0.34953 -5.06225 2.61810  0.109
H30 0.52445 2.85578 0.09580  0.095
C23 -1.14429 3.96666 3.31884  -0.153
H31 -3.02420 -1.82899 -0.29829  0.072
C24 1.38753 4.68696 -0.24076  -0.351
C25 2.87038 -3.35153 2.30681  -0.244
H32 2.13314 4.13217 -3.36646  0.109
C26 3.71437 -4.44847 2.10807  -0.035
H33 2.16522 -1.85367 3.67389  0.111
C27 -2.76338 0.50273 -2.99023  0.087
C28 2.12033 5.23378 -1.47324  -0.124
C29 -1.35648 -3.21476 0.09489  -0.452
H34 2.05997 -3.52004 0.31721  0.131
O3 -4.57284 -1.11454 -4.19599  0.062
H35 0.86417 6.59361 0.61107  0.136
H36 3.45620 -2.76068 5.60343  0.109
C30 -0.25739 -0.96392 0.20990  0.043
H37 -1.40831 -6.27893 1.63276  0.104


(2)
# C5H13N2S

An isolated ion of composition C5H13N2S and charge +1 (wB97M-V/def2-TZVPD, the OMol25 dataset).

Values from the calculation:
SMILES ... C[NH+](C)[C@H]1NCCS1
Net charge ... +1
Energy above the lowest of the compared OMol25 structures with the same formula, charge and spin ... 2.345 eV

Each line ends with the Löwdin charge.
Atoms and positions in Å:
C1 -1.67109 -1.70628 -0.13651  0.002
H1 0.53563 1.44375 1.01699  0.115
H2 3.53594 -0.28598 -0.36944  0.073
C2 -2.17777 0.75415 0.02885  0.086
H3 -0.90972 -0.59472 1.30508  0.168
H4 -2.64306 -2.16453 0.05262  0.127
H5 2.61141 1.99105 0.23720  0.175
H6 -3.12317 0.30160 0.20636  0.104
H7 -2.06605 1.23523 -0.87162  0.092
N1 0.56653 1.16299 0.07358  -0.044
C3 0.01558 -0.08876 -0.31469  -0.526
C4 1.97230 1.12360 -0.25490  -0.237
C5 2.64379 -0.22165 0.23729  -0.476
N2 -1.20600 -0.39488 0.37809  -0.147
H8 -0.80351 -2.29082 0.18443  0.049
H9 1.92317 1.26118 -1.26339  0.081
H10 3.12383 -0.08109 1.27734  0.110
H11 -0.05396 0.00812 -1.34213  0.117
S1 1.38084 -1.45788 0.01533  0.938
H12 -1.75934 -1.50567 -1.16840  0.101
H13 -1.89535 1.51061 0.70791  0.093


(3)
# C26H39AlBr2N2O26P

C26H39AlBr2N2O26P as an isolated structure (wB97M-V/def2-TZVPD, the OMol25 dataset).

Values from the calculation:
Net charge ... -1
Energy above the lowest of the compared OMol25 structures with the same formula, charge and spin ... 0.000 eV

Each line ends with the Löwdin charge.
Atoms and positions in Å:
Br1 -6.62278 0.30719 -7.52093  0.075
H1 -2.05709 -2.25154 -3.38239  0.120
C1 4.09454 0.99255 -2.27692  -0.115
H2 4.86491 7.04391 8.22142  0.137
C2 4.34197 3.77825 5.20617  -0.134
C3 -2.68112 -1.24484 -5.37600  -0.188
C4 -4.94107 -2.42588 -3.12917  -0.202
O1 3.81202 1.38026 -0.04089  0.057
O2 6.95295 -0.31125 3.93088  0.064
H3 -4.97958 -3.57495 -3.22362  0.070
Br2 -6.99510 -3.19996 -0.96595  0.611
O3 5.36354 1.09446 -1.63737  0.068
O4 2.42232 3.38901 4.02578  0.037
O5 6.17594 3.45266 7.82772  0.163
C5 7.39104 -0.22507 2.57937  -0.150
C6 -5.63537 -8.50032 -9.49936  -0.555
H4 4.61544 2.83392 5.68386  0.136
H5 3.86670 -0.06365 -2.44476  0.141
H6 -2.27983 -1.88735 -6.22640  0.057
O6 -0.93537 3.16939 -0.67248  0.145
H7 -0.51942 -2.56959 -4.95341  0.081
H8 6.90817 6.25458 10.35512  0.134
C7 3.81632 3.58820 3.81551  -0.123
H9 7.46162 0.82698 2.29715  0.119
H10 6.53188 7.62782 8.42573  0.134
O7 0.63635 1.82711 0.24710  0.027
H11 -1.18647 0.77539 -3.95259  0.134
O8 -3.67240 -2.15489 2.46114  0.152
O9 -0.40190 -1.68687 -4.53380  -0.120
H12 -1.59100 0.92805 -1.49685  0.045
O10 5.98533 1.12874 0.53986  0.125
C8 1.06039 1.62198 1.58939  -0.129
H13 4.09941 1.51027 -3.23662  0.139
H14 -6.82296 -5.97958 -9.60711  0.135
C9 -4.84458 -2.11496 2.69698  -0.549
H15 -2.57628 -0.15098 -5.71919  0.061
O11 3.22961 4.33722 5.89565  0.065
H16 -7.37036 -2.62063 4.46812  0.133
N1 -1.33874 0.00027 -1.88773  -0.015
C10 -6.76114 -1.96547 3.84382  -0.138
C11 8.72842 -0.90061 2.61514  -0.130
H17 -7.37288 -3.13984 2.12723  0.111
O12 -4.57325 1.59272 -5.33902  -0.496
H18 -0.80447 1.01929 2.51389  0.139
C12 8.06391 -0.44334 4.70507  -0.552
H19 -6.52928 -6.48491 -7.28338  0.133
O13 9.17251 -0.66154 3.94486  0.058
N2 -4.86451 -4.08024 -6.18548  -0.141
H20 -6.88252 -0.93385 4.18706  0.133
O14 -5.80619 -1.86069 1.76955  0.011
C13 3.16923 1.62891 -1.28683  -0.126
C14 5.13213 1.19463 -0.30230  -0.527
O15 6.32207 5.70502 7.66860  0.054
H21 0.04226 2.33242 3.36261  0.124
O16 0.99431 4.12721 5.61918  0.156
O17 -6.00208 -8.26915 -8.21024  0.060
H22 3.08237 2.70976 -1.43008  0.143
P1 -5.80485 0.37994 -5.37902  0.385
O18 -5.38774 -2.31914 3.92911  0.059
H23 5.16253 6.53401 10.54523  0.135
C15 -6.23591 -1.94599 -2.35665  -0.745
C16 -1.76484 -1.37243 -4.05127  -0.403
H24 1.42108 0.60236 1.73142  0.144
H25 -4.03692 -2.20321 -2.45363  0.075
H26 6.69000 -0.72369 1.91133  0.125
C17 5.87929 6.75818 8.51421  -0.133
C18 -5.81144 -6.27472 -9.31344  -0.130
C19 -0.43726 2.66094 0.29070  -0.551
H27 3.95622 4.47426 3.18913  0.137
C20 6.07813 4.53595 8.32284  -0.544
O19 -6.82807 -0.87048 -2.47907  -0.062
H28 9.42724 -0.48070 1.89049  0.135
O20 -0.87142 2.84281 1.56618  0.075
H29 5.19844 4.45238 5.23962  0.132
H30 1.87116 2.31969 1.81384  0.115
H31 4.26155 2.72696 3.31487  0.136
H32 2.17303 1.18865 -1.30570  0.129
O21 8.06683 -0.37555 5.89941  0.153
Al1 -4.68137 -1.66289 -5.00498  0.157
C21 -5.76612 -6.89006 -7.94845  -0.142
C22 5.93021 6.13870 9.87874  -0.134
H33 -7.81808 -1.42149 2.03404  0.135
H34 -5.15056 -5.41188 -9.40396  0.137
O22 -5.22887 -2.81212 -6.40010  -0.226
O23 -5.54813 -9.58841 -9.99222  0.142
C23 -0.17801 1.90638 2.38289  -0.115
H35 -2.88282 0.41055 -3.32866  0.108
H36 -4.78739 -6.78203 -7.47303  0.126
H37 8.65714 -1.98060 2.45523  0.133
C24 -7.06006 -2.12358 2.38331  -0.178
C25 -1.79289 0.04279 -3.31608  -0.229
H38 -4.89197 2.34963 -4.79418  0.030
O24 5.70899 4.76054 9.61296  0.069
O25 -5.37926 -7.33655 -10.15656  0.059
O26 -3.67674 -4.22524 -6.39556  -0.053
H39 -1.86148 -0.72703 -1.37470  0.062
C26 2.11044 3.96683 5.21866  -0.545


(4)
# C4H11N3

An isolated molecule of C4H11N3 (wB97M-V/def2-TZVPD, the OMol25 dataset).

Values from the calculation:
SMILES ... [H]/N=C(\N)NCCC
Energy above the lowest of the compared OMol25 structures with the same formula, charge and spin ... 2.280 eV

Each line ends with the Löwdin charge.
Atoms and positions in Å:
H1 -0.79841 -1.32656 1.23764  0.118
H2 2.59537 0.59283 1.34939  0.113
C1 1.77978 -0.45928 -0.16038  -0.599
H3 1.39422 -0.55302 1.89695  0.102
H4 -0.29059 0.24273 1.31956  0.112
N1 0.45712 -0.77160 -0.38234  0.016
C2 -0.62009 -0.47883 0.51296  -0.273
H5 -1.75228 -0.74867 -1.14102  0.104
H6 0.18768 -1.03030 -1.38220  0.169
H7 -2.94038 -0.16827 0.06682  0.116
N2 1.89707 -0.11907 1.12785  0.082
H8 3.58151 -0.63256 -0.36499  -0.008
C3 -1.88669 -0.06802 -0.26343  -0.253
H9 -1.43884 1.97132 0.23235  0.098
H10 -2.51973 1.62230 -1.28561  0.056
H11 -0.73197 1.39265 -1.20714  0.073
C4 -1.69626 1.35663 -0.68219  -0.128
N3 2.78249 -0.82229 -0.87422  0.104


| no. | LUMO level (Eh) | electronic energy (eV) |
| --- | --- | --- |
| 1 | -0.1908 | -46784.160 |
| 2 | -0.1083 | -19202.525 |
| 3 | 0.0527 | -239782.384 |
| 4 | 0.0322 | -8795.339 |